1.
The following is a DFT calculation (wB97M-V/def2-TZVPD) of a cluster of 2 separate species, C2H9NO in total in a non-equilibrium geometry.

```
13
C2H9NO wB97M-V/def2-TZVPD
N 0.188 -1.068 0.962
C 0.000 0.000 0.000
C 1.432 -0.996 1.715
H 0.203 -1.984 0.496
H -1.004 -0.143 -0.434
H 0.731 0.079 -0.823
H 0.006 0.945 0.568
H 1.784 0.033 1.896
H 2.267 -1.586 1.302
H 1.130 -1.440 2.678
O 2.629 5.425 -0.455
H 1.728 5.133 -0.721
H 3.204 4.647 -0.634
```

* lowest unoccupied orbital energy: 0.6 eV
* gap between HOMO and LUMO: 9.472 eV
* largest force on an atom: 1.2 eV/A
* ΔE to the lowest compared entry with this formula, charge and spin: 0.741 eV
* SMILES: CNC.O

2.
The following is a DFT calculation (wB97M-V/def2-TZVPD) of a cluster of 2 separate species, C2H9NO in total in a non-equilibrium geometry.

```
13
C2H9NO wB97M-V/def2-TZVPD
C -0.127 1.226 -2.808
C -0.367 -1.554 2.025
H 0.048 1.382 -0.784
H 0.352 1.943 -3.650
H 0.303 0.148 -2.888
H -1.395 1.419 -2.971
H 0.402 0.061 2.638
H 1.569 -0.893 2.011
H -0.149 -2.469 1.360
H -0.414 -1.750 3.232
H -1.354 -0.995 1.607
N 0.591 -0.400 1.804
O 0.542 1.881 -1.574
```

* lowest unoccupied orbital energy: 0.8 eV
* gap between HOMO and LUMO: 10.777 eV
* largest force on an atom: 5.1 eV/A
* ΔE to the lowest compared entry with this formula, charge and spin: 3.172 eV
* SMILES: CN.CO

3.
The following is a DFT calculation (wB97M-V/def2-TZVPD) of a structure of composition C2H9NO in a non-equilibrium geometry.

```
13
C2H9NO wB97M-V/def2-TZVPD
C 1.461 1.678 0.233
O 0.742 0.595 0.786
H -0.249 0.215 0.138
H 1.026 2.637 0.536
H 1.475 1.649 -0.868
H 2.494 1.658 0.590
C -0.693 -1.038 -0.659
N -1.650 -1.540 0.322
H -2.328 -0.844 0.607
H -1.208 -2.121 1.023
H -1.197 -0.409 -1.399
H -0.284 -1.862 -1.254
H 0.411 -0.618 -0.055
```

* lowest unoccupied orbital energy: 1.0 eV
* gap between HOMO and LUMO: 9.330 eV
* largest force on an atom: 4.1 eV/A
* ΔE to the lowest compared entry with this formula, charge and spin: 3.790 eV